No. 1
DFT (ωB97M-V/def2-TZVPD) results for a cluster of 2 separate species, C3HF3N2O2 in total in a non-equilibrium geometry.

total charge	0
highest occupied orbital energy (spin up / spin down)	-9.165 / -9.163	eV
total energy	-674.4217	hartree
M	154.0	g/mol

Last column: natural (NBO) charge in e.
Cartesian coordinates (Å):
O -1.195 0.974 0.325  -0.54
N -1.369 -2.137 -0.345  -0.49
F 1.309 1.087 -0.001  -0.30
F 2.797 -0.138 0.999  -0.30
C 1.925 -0.073 0.004  1.00
O -2.466 2.841 0.066  -0.49
N -0.302 -1.517 -0.123  -0.02
C 0.743 -1.260 0.325  0.07
F 2.503 -0.213 -1.195  -0.31
C -1.801 1.941 0.197  1.03
H -2.142 -1.504 -0.253  0.34



No. 2
DFT (ωB97M-V/def2-TZVPD) results for a cluster of 2 separate species, C3HF3O in total in a non-equilibrium geometry.

total charge	0
highest occupied orbital energy	-10.639	eV
SMILES	O=C(F)F.C#CF
total energy	-489.6481	hartree
M	110.0	g/mol

Last column: natural (NBO) charge in e.
Cartesian coordinates (Å):
C 2.679 -0.528 -0.582  1.13
F 0.845 2.916 1.399  -0.25
F 3.614 -0.251 0.322  -0.31
O 1.761 -1.159 -0.312  -0.53
F 3.085 -0.139 -1.749  -0.29
C -0.118 1.053 0.194  -0.39
C 0.417 2.016 0.644  0.41
H -0.366 0.240 -0.360  0.23



No. 3
DFT (ωB97M-V/def2-TZVPD) results for a cluster of 2 separate species, C3HF6NO3 in total in a non-equilibrium geometry.

total charge	0
highest occupied orbital energy (spin up / spin down)	-12.028 / -11.954	eV
total energy	-994.3882	hartree
M	213.0	g/mol

Last column: natural (NBO) charge in e.
Cartesian coordinates (Å):
O -1.053 1.214 -1.753  -0.31
F 0.343 -1.947 1.107  -0.28
H 2.382 0.639 0.135  0.46
O 1.749 0.833 0.838  -0.67
O 1.055 0.805 -1.931  -0.31
C -1.077 0.579 0.940  0.93
N -0.005 0.774 -1.386  0.50
F -0.729 -2.073 -0.755  -0.30
F 1.381 -1.662 -0.751  -0.29
F -1.163 1.901 0.901  -0.29
C 0.244 -1.423 -0.104  0.92
F -2.290 0.083 0.663  -0.30
C -0.066 0.063 -0.077  0.20
F -0.770 0.213 2.172  -0.28



No. 4
DFT (ωB97M-V/def2-TZVPD) results for a structure of composition C3HFGdO2 in a non-equilibrium geometry.

total charge	+2
highest occupied orbital energy (spin up / spin down)	-16.273 / -16.376	eV
spin multiplicity	9
total energy	-1129.8957	hartree
M	245.3	g/mol

Last column: Mulliken spin population.
Cartesian coordinates (Å):
O 0.693 0.024 0.022  0.03
H -3.571 0.970 -1.317  0.01
Gd 3.283 0.607 0.455  6.17
C -0.134 -0.781 0.352  0.78
C -3.009 0.275 -0.698  -0.03
O -1.160 -1.220 -0.342  0.03
C -1.929 -0.375 -1.066  0.97
F -3.054 0.559 0.676  0.04



No. 5
DFT (ωB97M-V/def2-TZVPD) results for a structure of composition C3HFO2Tl in a non-equilibrium geometry.

total charge	+1
highest occupied orbital energy	-13.829	eV
total energy	-537.2680	hartree
M	292.4	g/mol

Last column: Löwdin charge in e.
Cartesian coordinates (Å):
C -1.511 0.590 -1.891  0.05
O -0.560 -0.286 -2.267  0.17
Tl 1.880 0.198 4.163  0.94
F 1.376 -0.212 2.235  -0.70
C 0.257 -0.491 -0.061  0.20
O -2.417 1.261 -1.927  0.45
C 0.202 -0.710 -1.266  -0.12
H 0.773 -0.349 1.015  0.01



No. 6
DFT (ωB97M-V/def2-TZVPD) results for the molecule C3HFO3 in a non-equilibrium geometry.

total charge	0
highest occupied orbital energy	-9.833	eV
total energy	-440.2896	hartree
M	104.0	g/mol

Last column: natural (NBO) charge in e.
Cartesian coordinates (Å):
O 2.518 2.137 0.396  -0.48
C 2.130 1.104 -0.037  0.99
C 2.617 -1.114 -0.633  0.59
F 2.657 -1.516 0.631  -0.35
O 0.817 0.773 0.303  -0.49
O 2.789 0.186 -0.674  -0.53
C 0.133 -0.145 -0.312  0.16
H -0.814 -0.214 0.086  0.11



No. 7
DFT (ωB97M-V/def2-TZVPD) results for a structure of composition C3HHgO3 in a non-equilibrium geometry.

total charge	0
highest occupied orbital energy (spin up / spin down)	-6.994 / -7.977	eV
spin multiplicity	2
total energy	-493.8584	hartree
M	285.6	g/mol

Last column: Mulliken spin population.
Cartesian coordinates (Å):
O -0.005 -0.662 -2.872  0.00
O -3.025 0.556 2.389  0.13
C 1.308 0.174 -0.908  0.03
H 2.246 0.661 -1.208  0.00
O 1.011 0.013 0.386  0.05
Hg -0.191 -0.536 1.587  0.38
C 0.599 -0.303 -1.926  -0.01
C -1.943 0.096 2.551  0.43



No. 8
DFT (ωB97M-V/def2-TZVPD) results for a structure of composition C3HHoO2 in a non-equilibrium geometry.

total charge	+1
highest occupied orbital energy (spin up / spin down)	-9.763 / -12.672	eV
spin multiplicity	6
total energy	-1212.8819	hartree
M	234.0	g/mol

Last column: Mulliken spin population.
Cartesian coordinates (Å):
H 2.101 1.412 0.565  0.00
C -0.977 -0.104 -0.279  0.01
O 0.072 -1.094 -0.339  -0.02
C 1.521 0.508 0.491  0.05
Ho -3.479 -1.021 -0.654  4.03
C 1.293 -0.659 0.053  0.78
O -0.531 0.958 0.162  0.16



No. 9
DFT (ωB97M-V/def2-TZVPD) results for a structure of composition C3HI2NS in a non-equilibrium geometry.

total charge	0
highest occupied orbital energy (spin up / spin down)	-7.858 / -7.858	eV
total energy	-1163.0705	hartree
M	336.9	g/mol

Last column: natural (NBO) charge in e.
Cartesian coordinates (Å):
N -1.035 -0.018 -0.811  -0.39
C 1.154 0.034 0.691  -0.62
S -0.007 0.951 1.403  0.49
C -0.056 -0.508 -1.372  0.06
I 0.361 -2.425 -1.929  0.25
H -2.150 1.354 0.251  0.22
C -1.279 0.732 0.186  -0.26
I 3.012 -0.119 1.580  0.24



No. 10
DFT (ωB97M-V/def2-TZVPD) results for the molecule C3HIO2S in a non-equilibrium geometry.

total charge	0
highest occupied orbital energy (spin up / spin down)	-8.327 / -8.327	eV
SMILES	O=c1oc(I)cs1
total energy	-961.2070	hartree
M	228.0	g/mol

Last column: natural (NBO) charge in e.
Cartesian coordinates (Å):
I 0.699 -0.632 -3.294  0.25
C -2.004 -1.999 -0.270  0.59
H 0.629 0.248 0.201  0.24
C -0.289 -1.043 -1.464  0.13
O -2.752 -2.912 -0.124  -0.54
S -1.442 -0.839 0.947  0.35
C -0.251 -0.196 -0.100  -0.51
O -1.334 -1.855 -1.450  -0.49



No. 11
DFT (ωB97M-V/def2-TZVPD) results for a structure of composition C3HLiO4Sc in a non-equilibrium geometry.

total charge	+3
highest occupied orbital energy (spin up / spin down)	-20.947 / -22.580	eV
total energy	-1182.8652	hartree
M	152.9	g/mol

Last column: natural (NBO) charge in e.
Cartesian coordinates (Å):
O 0.319 1.276 -0.246  -0.52
C -0.612 0.088 -0.074  0.99
O -1.673 0.378 -0.654  -0.86
O -0.194 -0.761 0.644  -0.43
O 1.133 1.763 3.191  -0.50
Li 2.325 1.400 4.504  0.99
Sc -3.613 -0.104 -0.851  1.88
H 1.041 1.200 -0.918  0.61
C 0.911 1.777 1.996  0.59
C 0.747 2.107 0.782  0.25



No. 12
DFT (ωB97M-V/def2-TZVPD) results for a structure of composition C3HLuO3 in a non-equilibrium geometry.

total charge	+2
highest occupied orbital energy (spin up / spin down)	-18.856 / -16.383	eV
total energy	-1575.3740	hartree
M	260.0	g/mol

Last column: natural (NBO) charge in e.
Cartesian coordinates (Å):
H -1.735 -0.148 1.924  0.29
O -0.139 0.557 0.798  -0.83
C 3.147 -0.248 -1.129  0.37
C -2.229 -0.206 -0.060  0.72
O -3.079 -0.431 -0.840  -0.17
O 3.936 -1.012 -1.352  -0.25
C -1.344 -0.010 0.909  0.11
Lu 1.445 1.499 -0.251  1.77



No. 13
DFT (ωB97M-V/def2-TZVPD) results for the ion C3HN2O4S with charge -1 in a non-equilibrium geometry.

total charge	-1
highest occupied orbital energy	-3.924	eV
total energy	-923.4999	hartree
M	161.1	g/mol

Last column: natural (NBO) charge in e.
Cartesian coordinates (Å):
C -0.183 0.543 -1.060  0.04
O -1.501 1.639 -2.485  -0.54
O 0.682 1.925 -2.553  -0.57
O 1.186 0.248 -0.941  -0.75
N -0.673 2.231 1.229  -0.29
C -1.122 1.256 0.867  0.15
S -1.390 -0.713 -0.789  0.29
N -0.357 1.331 -2.102  0.39
O -2.774 -0.161 1.538  -0.52
H 1.454 1.032 -1.583  0.49
C -1.919 0.080 0.723  0.32



No. 14
DFT (ωB97M-V/def2-TZVPD) results for the molecule C3HN2PS in a non-equilibrium geometry.

total charge	0
highest occupied orbital energy (spin up / spin down)	-8.914 / -8.875	eV
SMILES	N#CC(C#N)=PS
total energy	-963.8406	hartree
M	128.1	g/mol

Last column: natural (NBO) charge in e.
Cartesian coordinates (Å):
S -2.115 1.460 -0.678  -0.13
P -1.400 0.119 0.671  0.97
H -0.948 0.907 -1.088  0.21
N 1.872 1.103 1.525  -0.31
C 0.255 -0.167 0.065  -0.90
C 1.107 0.558 0.855  0.22
N 0.652 -2.525 -0.896  -0.32
C 0.578 -1.455 -0.454  0.27



No. 15
DFT (ωB97M-V/def2-TZVPD) results for a cluster of 2 separate species, C3HN3O in total in a non-equilibrium geometry.

total charge	0
highest occupied orbital energy	-10.511	eV
SMILES	C#[N+][O-].N#CC#N
total energy	-354.2530	hartree
M	95.1	g/mol

Last column: natural (NBO) charge in e.
Cartesian coordinates (Å):
H -1.793 0.755 -0.612  0.23
C 1.494 0.688 -0.582  0.17
N 1.576 0.792 -1.698  -0.18
C -1.289 -0.073 -0.364  -0.11
N 1.619 0.588 1.921  -0.17
N -1.474 -1.186 -0.043  0.24
O -1.610 -2.148 0.603  -0.34
C 1.478 0.583 0.775  0.17



No. 16
DFT (ωB97M-V/def2-TZVPD) results for the molecule C3HN3O2 in a non-equilibrium geometry.

total charge	0
highest occupied orbital energy	-10.505	eV
SMILES	N#Cc1nnoc1O
total energy	-429.4892	hartree
M	111.1	g/mol

Last column: natural (NBO) charge in e.
Cartesian coordinates (Å):
N -2.761 -0.521 -0.202  -0.28
C 0.417 0.573 0.321  0.55
N 2.105 -0.906 -0.142  0.18
O 0.045 1.870 -0.003  -0.64
H -0.851 1.823 -0.408  0.52
N 0.925 -1.607 -0.020  -0.24
C -0.133 -0.723 0.363  -0.13
C -1.580 -0.780 0.151  0.25
O 1.834 0.271 -0.060  -0.22



No. 17
DFT (ωB97M-V/def2-TZVPD) results for a cluster of 2 separate species, C3HNO2 in total in a non-equilibrium geometry.

total charge	0
highest occupied orbital energy (spin up / spin down)	-9.397 / -9.329	eV
SMILES	O=C=C=O.C#N
total energy	-320.0040	hartree
M	83.0	g/mol

Last column: natural (NBO) charge in e.
Cartesian coordinates (Å):
N -0.756 1.209 -0.278  -0.30
O -3.344 -1.486 -0.965  -0.38
C -2.412 -1.245 -1.706  0.43
H 0.653 -0.465 -0.485  0.25
C -1.090 -1.180 -1.896  0.35
C -0.105 0.268 -0.271  0.04
O -0.244 -1.195 -2.735  -0.40



No. 18
DFT (ωB97M-V/def2-TZVPD) results for the molecule C3HNO2 in a non-equilibrium geometry.

total charge	0
highest occupied orbital energy	-9.422	eV
total energy	-319.9334	hartree
M	83.0	g/mol

Last column: natural (NBO) charge in e.
Cartesian coordinates (Å):
C 1.091 -1.155 0.103  0.63
N -0.837 -2.043 1.271  -0.26
C -0.092 -2.962 1.229  0.26
O 1.832 -2.056 0.141  -0.38
H -0.132 0.703 -0.397  0.27
C 0.074 -0.283 0.173  -0.24
O -1.087 -0.781 0.845  -0.27



No. 19
DFT (ωB97M-V/def2-TZVPD) results for the molecule C3HNO6 in a non-equilibrium geometry.

total charge	0
highest occupied orbital energy	-10.467	eV
SMILES	O=C(O[N+](=O)[O-])c1coo1
total energy	-620.7929	hartree
M	147.0	g/mol

Last column: natural (NBO) charge in e.
Cartesian coordinates (Å):
C -0.518 -0.681 -0.283  0.02
C 0.044 -0.754 1.044  0.76
O 0.069 -1.627 1.836  -0.46
C -1.250 -1.327 -1.225  0.11
O -0.525 0.480 -1.075  -0.18
H -1.715 -2.255 -1.462  0.23
O -1.272 -0.220 -2.024  -0.16
N 1.358 1.722 0.728  0.76
O 0.525 0.572 1.443  -0.53
O 1.339 2.805 1.200  -0.26
O 1.944 1.285 -0.183  -0.28



No. 20
DFT (ωB97M-V/def2-TZVPD) results for a cluster of 2 separate species, C3HNOS3 in total in a non-equilibrium geometry.

total charge	-2
highest occupied orbital energy (spin up / spin down)	1.902 / 1.874	eV
total energy	-1439.3795	hartree
M	163.2	g/mol

Last column: natural (NBO) charge in e.
Cartesian coordinates (Å):
H 0.340 0.483 -0.370  0.31
C -1.409 0.341 -0.764  0.32
S 0.800 -3.807 0.623  -0.15
N -0.404 1.097 -0.705  -0.78
C 0.467 -2.227 0.824  0.51
O 0.757 -1.091 1.004  -0.46
S -3.468 -0.900 0.177  -0.59
S -2.613 -0.452 -2.840  -0.66
C -2.455 -0.375 -1.067  -0.49